Arrangement A

Below is a 12-piece molecular cluster, C4H35N3O11 overall, with properties calculated with ωB97M-V/def2-TZVPD.

Computed properties:
E_LUMO   0.0046 Ha

```
! wB97M-V def2-TZVPD RIJCOSX def2/J DEFGRID3
* xyz 0 1
C 0.965 0.643 0.118
N -0.241 1.630 0.028
C -1.326 1.164 0.788
C -1.403 1.910 2.104
N -1.922 1.061 3.169
C 2.111 1.193 -0.736
N 3.492 1.252 -0.327
H 0.601 -0.353 -0.056
H 1.283 0.453 1.139
H 0.146 2.623 0.235
H -1.323 0.094 0.996
H -2.161 1.324 -0.022
H -0.348 2.176 2.168
H -1.961 2.787 2.231
H -1.405 0.269 3.450
H -2.935 0.973 3.143
H 1.807 2.183 -1.014
H 2.100 0.762 -1.730
H 3.583 1.375 0.699
H 3.965 0.460 -0.699
H -1.262 -3.687 1.500
H -0.161 -3.848 2.404
O -0.383 -4.219 1.559
H -0.953 0.403 -3.676
H -2.388 0.699 -4.125
O -1.724 -0.035 -3.982
H -0.257 -2.158 4.208
H 0.624 -1.112 3.506
O 0.091 -1.197 4.251
H 0.670 -3.620 -0.662
H 1.827 -4.439 -0.142
O 1.609 -3.549 -0.404
H -2.117 -2.603 -0.492
H -2.221 -1.432 0.390
O -2.289 -2.323 0.345
H 1.012 -1.644 -3.466
H -0.279 -2.257 -4.072
O 0.595 -2.318 -3.853
H 3.505 -2.040 -2.769
H 2.575 -1.948 -1.530
O 3.053 -1.398 -2.294
H -3.473 1.667 -2.428
H -2.164 1.944 -1.690
O -2.679 2.217 -2.447
H 3.514 2.114 2.479
H 2.206 2.566 2.734
O 2.565 1.795 2.689
H -0.074 4.520 1.100
H 1.437 4.348 0.977
O 0.731 4.035 1.451
H -2.350 -1.129 -2.949
H -3.612 -1.627 -2.145
O -2.655 -1.707 -2.150
*
```

Results of the Mulliken charge analysis, in e, for atoms 1 through 5: atom 1 (C): -0.364, atom 2 (N): -0.053, atom 3 (C): 0.361, atom 4 (C): -0.382, atom 5 (N): -0.554

***

Arrangement B

Below is a 12-piece molecular cluster, C4H35N3O11 overall, with properties calculated with ωB97M-V/def2-TZVPD.

Computed properties:
E_LUMO   0.0092 Ha

```
! wB97M-V def2-TZVPD RIJCOSX def2/J DEFGRID3
* xyz 0 1
N -0.520 0.864 -1.722
C -0.261 0.404 -0.355
C -0.259 1.717 0.484
C 0.645 2.952 0.065
N 1.855 2.587 -0.787
C -1.149 -0.642 0.231
N -1.644 -1.577 -0.868
H -0.351 0.094 -2.293
H -1.527 1.043 -1.732
H 0.750 -0.124 -0.523
H 0.181 1.602 1.521
H -1.292 2.159 0.602
H 0.114 3.646 -0.582
H 1.028 3.393 0.936
H 2.149 3.395 -1.340
H 1.588 1.895 -1.494
H -0.552 -1.325 0.883
H -2.035 -0.274 0.897
H -1.840 -2.522 -0.471
H -2.560 -1.145 -0.944
H -1.425 0.435 -3.894
H -0.391 1.487 -4.221
O -0.792 0.720 -4.626
H -3.012 2.147 3.546
H -1.937 1.307 2.823
O -2.842 1.673 2.750
H 1.208 -2.839 -1.730
H 1.543 -1.554 -2.650
O 1.929 -2.423 -2.150
H 3.508 -1.302 -0.229
H 2.964 -2.676 -0.839
O 3.371 -2.235 -0.082
H -1.006 -1.684 -4.169
H -0.715 -2.102 -2.767
O -0.301 -1.778 -3.455
H 2.392 1.670 1.337
H 3.265 0.469 1.820
O 2.887 1.266 2.159
H -0.639 -4.423 0.956
H 0.352 -3.491 1.209
O -0.197 -3.787 0.477
H 1.162 -1.232 1.798
H 2.349 -2.153 1.320
O 1.799 -1.913 2.058
H -4.451 1.588 -1.892
H -3.159 1.951 -1.226
O -3.482 1.625 -2.037
H 1.364 0.415 4.475
H 1.534 1.261 3.287
O 0.883 0.884 3.926
H -1.373 -0.289 3.588
H -0.095 -0.636 3.063
O -1.010 -0.523 2.869
*
```

Results of the Mulliken charge analysis, in e, for atoms 1 through 5: atom 1 (N): -0.414, atom 2 (C): 1.039, atom 3 (C): 0.445, atom 4 (C): -1.368, atom 5 (N): -0.557

***

The data favor arrangement B; the next most stable structure lies 20.1 kcal/mol above it.

***

Arrangement A

Below is a 34-piece molecular cluster, H68O34 overall, with properties calculated with ωB97M-V/def2-TZVPD.

Computed properties:
E_LUMO   -0.0264 Ha

```
! wB97M-V def2-TZVPD RIJCOSX def2/J DEFGRID3
* xyz 0 1
O -1.980 -0.820 -12.580
H -2.450 -0.035 -12.298
H -2.630 -1.521 -12.529
O -0.082 -5.786 -8.140
H -0.382 -4.879 -8.075
H 0.249 -5.993 -7.267
O 4.842 1.323 -13.026
H 4.069 1.155 -12.488
H 5.555 0.877 -12.569
O 0.397 -2.848 -7.131
H 0.268 -2.130 -7.751
H 1.342 -2.871 -6.983
O -3.550 3.473 -8.678
H -4.253 2.824 -8.653
H -2.819 3.053 -8.224
O -3.059 1.641 -11.714
H -3.888 2.066 -11.931
H -2.494 2.353 -11.414
O 2.732 -0.777 -9.934
H 2.122 -1.377 -10.361
H 2.810 -0.041 -10.541
O 3.406 -2.894 -6.739
H 3.468 -3.171 -5.825
H 4.105 -2.249 -6.842
O 4.172 1.021 -8.117
H 4.894 1.558 -8.446
H 4.112 0.295 -8.738
O 2.012 -3.666 -12.596
H 1.530 -2.940 -12.200
H 1.337 -4.304 -12.827
O -2.015 1.510 -5.920
H -1.965 0.730 -5.368
H -2.500 2.145 -5.393
O -3.347 -3.898 -8.309
H -3.601 -4.422 -7.549
H -3.972 -3.172 -8.319
O 2.200 3.700 -9.659
H 1.445 3.417 -9.143
H 2.269 3.051 -10.359
O -3.998 -0.844 -5.137
H -4.311 -1.054 -4.257
H -3.052 -0.978 -5.094
O 5.863 -1.680 -9.187
H 5.651 -2.603 -9.328
H 5.985 -1.603 -8.241
O 0.516 -2.854 -10.585
H -0.438 -2.803 -10.638
H 0.710 -3.789 -10.657
O 1.648 1.413 -6.442
H 1.195 0.829 -7.050
H 2.382 1.763 -6.947
O 2.246 1.314 -12.080
H 2.424 2.237 -12.261
H 1.571 1.071 -12.714
O -1.952 0.352 -9.252
H -2.529 -0.369 -8.997
H -2.367 0.728 -10.028
O 1.460 -0.133 -4.237
H 2.300 -0.301 -3.810
H 1.670 0.468 -4.951
O -0.295 1.800 -3.305
H 0.468 2.220 -2.907
H 0.069 1.083 -3.824
O -1.198 5.402 -7.882
H -1.111 4.517 -8.237
H -1.580 5.275 -7.013
O 3.262 -3.807 -9.351
H 3.131 -3.553 -8.437
H 2.929 -3.066 -9.856
O 6.457 0.289 -10.726
H 6.098 -0.492 -10.305
H 6.816 0.807 -10.006
O -1.158 3.548 -12.217
H -1.353 3.871 -13.097
H -0.208 3.426 -12.212
O -1.151 -1.288 -4.585
H -1.135 -2.212 -4.835
H -0.248 -0.992 -4.700
O 0.640 -0.254 -8.292
H 1.298 -0.488 -8.947
H -0.152 -0.078 -8.800
O 4.599 2.615 -5.680
H 4.597 1.930 -6.348
H 4.969 2.194 -4.904
O 1.967 4.084 -4.820
H 1.992 3.201 -5.187
H 2.877 4.379 -4.840
O -1.108 -4.014 -5.135
H -0.686 -3.627 -5.901
H -0.679 -4.863 -5.027
O -4.028 -1.255 -8.106
H -3.912 -1.290 -7.157
H -4.518 -0.447 -8.259
O -0.579 2.640 -8.354
H -0.307 2.630 -7.436
H -1.209 1.923 -8.425
O -2.198 -3.367 -10.707
H -2.923 -3.079 -11.261
H -2.602 -3.550 -9.858
O 0.170 0.567 -13.817
H -0.518 0.130 -13.315
H 0.490 -0.104 -14.420
*
```

Results of the Mulliken charge analysis, in e, for atoms 1 through 5: atom 1 (O): -0.664, atom 2 (H): 0.336, atom 3 (H): 0.230, atom 4 (O): -0.622, atom 5 (H): 0.314

***

Arrangement B

Below is a 34-piece molecular cluster, H68O34 overall, with properties calculated with ωB97M-V/def2-TZVPD.

Computed properties:
E_LUMO   -0.0398 Ha

```
! wB97M-V def2-TZVPD RIJCOSX def2/J DEFGRID3
* xyz 0 1
O -2.349 -2.971 -0.520
H -2.948 -3.653 -0.216
H -2.203 -3.175 -1.444
O -4.906 2.002 1.504
H -5.640 2.510 1.849
H -4.186 2.179 2.110
O -3.682 1.720 -2.725
H -4.212 2.364 -2.255
H -3.004 1.465 -2.100
O 4.541 0.257 -1.621
H 5.431 0.364 -1.958
H 4.450 0.948 -0.965
O -0.248 2.918 4.327
H -0.269 2.219 4.981
H -0.353 3.724 4.833
O 1.797 -3.137 -3.794
H 2.322 -2.377 -4.046
H 1.187 -3.259 -4.521
O 0.467 -3.551 2.107
H 1.220 -3.956 1.676
H -0.219 -3.550 1.440
O -3.777 -2.489 3.440
H -3.883 -1.789 2.797
H -3.977 -3.291 2.957
O -2.068 1.690 -0.463
H -1.531 1.304 0.229
H -1.607 2.494 -0.703
O -1.249 -0.388 -4.808
H -1.443 0.276 -5.470
H -0.811 0.093 -4.106
O 4.457 -2.337 -0.839
H 5.290 -2.325 -0.368
H 4.292 -1.419 -1.059
O 2.594 -4.524 -1.733
H 2.197 -4.151 -2.521
H 2.987 -3.775 -1.285
O -5.295 -1.388 -1.319
H -4.426 -1.124 -1.618
H -5.450 -2.232 -1.743
O -3.108 4.613 1.045
H -2.629 5.109 1.709
H -3.017 3.699 1.317
O -4.376 -0.686 1.542
H -4.569 0.244 1.427
H -4.494 -1.065 0.672
O -1.821 -1.444 5.649
H -1.073 -1.224 5.094
H -2.416 -1.921 5.070
O -1.224 -3.699 -3.204
H -1.176 -4.227 -4.001
H -0.364 -3.801 -2.797
O 3.033 -4.253 1.409
H 3.395 -4.556 2.242
H 3.686 -3.640 1.072
O -0.113 3.517 -0.949
H 0.575 4.082 -1.300
H -0.102 3.682 -0.007
O 2.298 1.759 2.650
H 1.653 1.652 1.950
H 1.806 1.601 3.455
O 1.729 -0.210 4.794
H 1.105 -0.606 4.185
H 2.423 -0.863 4.885
O 1.166 -1.479 -1.546
H 0.799 -0.837 -2.153
H 1.364 -2.241 -2.091
O 3.085 -0.791 -4.113
H 2.556 -0.032 -4.359
H 3.572 -0.504 -3.340
O 1.763 1.896 -4.247
H 1.465 2.184 -5.110
H 2.672 2.193 -4.196
O -1.504 -0.761 0.781
H -1.521 -1.533 0.215
H -2.425 -0.521 0.887
O 4.063 2.336 0.107
H 3.340 2.041 0.661
H 3.690 3.045 -0.417
O 3.534 4.099 -2.209
H 2.745 4.520 -2.550
H 3.822 3.522 -2.916
O 0.136 0.858 -2.504
H -0.173 1.661 -2.084
H 0.851 1.145 -3.072
O -2.507 2.484 2.869
H -1.609 2.714 3.110
H -2.807 1.915 3.578
O 0.449 4.230 1.685
H 0.492 5.105 2.071
H 0.311 3.646 2.431
O 4.710 0.903 3.697
H 3.880 1.009 3.232
H 4.804 -0.043 3.809
O -0.437 -1.196 3.282
H -0.745 -0.642 2.565
H -0.093 -1.978 2.850
O -2.936 -1.555 -2.857
H -2.312 -2.278 -2.802
H -2.650 -1.048 -3.616
O 0.747 0.424 0.374
H -0.042 -0.096 0.527
H 1.031 0.176 -0.505
*
```

Results of the Mulliken charge analysis, in e, for atoms 1 through 5: atom 1 (O): -0.389, atom 2 (H): 0.186, atom 3 (H): 0.211, atom 4 (O): -0.611, atom 5 (H): 0.318

***

The data favor arrangement A; the next most stable structure lies 3.0 kcal/mol above it.

***

Arrangement A

Below is an isolated ion of composition C2H2NO4 and charge -1, with properties calculated with ωB97M-V/def2-TZVPD.

Computed properties:
E_LUMO   0.1474 Ha

```
! wB97M-V def2-TZVPD RIJCOSX def2/J DEFGRID3
* xyz -1 1
O -1.731 0.754 0.022
O 1.268 1.010 1.296
O -1.798 -1.345 0.556
O 1.308 1.534 -0.755
C -1.208 -0.378 0.097
N 0.967 0.806 0.140
C 0.256 -0.470 -0.246
H 0.593 -1.341 0.221
H 0.344 -0.571 -1.329
*
```

Results of the Mulliken charge analysis, in e, for atoms 1 through 5: atom 1 (O): -0.728, atom 2 (O): -0.581, atom 3 (O): -0.721, atom 4 (O): -0.577, atom 5 (C): 0.538

***

Arrangement B

Below is a 2-piece molecular cluster, C2H2NO4 overall, with properties calculated with ωB97M-V/def2-TZVPD.

Computed properties:
E_LUMO   0.1335 Ha

```
! wB97M-V def2-TZVPD RIJCOSX def2/J DEFGRID3
* xyz -1 1
C 1.054 -0.268 2.147
C -0.564 0.822 -1.510
N -0.024 -0.675 1.797
O -0.612 -0.547 -1.038
O 1.979 -0.105 2.820
O -0.469 0.994 -2.712
O -0.469 1.658 -0.585
H -0.496 -0.852 0.893
H -0.399 -1.027 -1.810
*
```

Results of the Mulliken charge analysis, in e, for atoms 1 through 5: atom 1 (C): 0.469, atom 2 (C): 0.625, atom 3 (N): -0.440, atom 4 (O): -0.518, atom 5 (O): -0.457

***

The data favor arrangement B; the next most stable structure lies 77.8 kcal/mol above it.